No. 1
ORCA calculation (ωB97M-V/def2-TZVPD) on an isolated ion of composition C7H11N2O3 and charge +1.

The geometry in XYZ format:
```
23
Properties=species:S:1:pos:R:3:nbo_charge:R:1
C -1.271 -0.359 0.866 -0.284
C -0.697 0.382 1.989 -0.126
C 0.476 1.034 1.920 0.591
C -0.752 -0.254 -0.377 0.451
C 1.112 0.199 -1.816 0.566
C -2.618 -1.252 -1.486 -0.266
C 3.333 0.731 -1.002 -0.306
N 0.579 0.155 -0.627 -0.543
N -1.078 0.000 3.260 -0.784
O 1.479 1.667 1.980 -0.425
O -1.288 -0.759 -1.556 -0.506
O 2.377 0.392 -2.018 -0.402
H -2.303 -0.860 0.901 0.264
H -2.581 -2.353 -1.361 0.202
H -2.990 -1.260 -2.528 0.227
H -3.182 -0.767 -0.744 0.191
H 4.290 0.798 -1.567 0.255
H 3.270 -0.021 -0.172 0.210
H 3.118 1.816 -0.447 0.227
H 1.078 0.431 0.237 0.445
H -2.009 -0.374 3.288 0.389
H -0.998 0.749 3.941 0.391
H 0.657 -0.093 -2.679 0.235
```

Output
* HOMO-LUMO gap: 6.961 eV
* energy relative to the best compared isomer or geometry (same formula, charge and spin): 334.12 kJ/mol
* HOMO energy: -0.412 Ha
* total charge: +1

No. 2
ORCA calculation (ωB97M-V/def2-TZVPD) on one molecule with the formula C2H3NOS3.

The geometry in XYZ format:
```
10
Properties=species:S:1:pos:R:3:nbo_charge:R:1
N -0.672 -0.325 0.274 -0.817
C 0.526 -0.866 0.379 0.691
O 0.804 -2.001 0.561 -0.564
C 1.843 0.161 0.165 -0.606
S 1.481 1.855 0.410 -0.015
S 3.322 -0.560 0.795 0.183
S 2.965 -0.301 -1.201 0.118
H -0.737 0.690 0.253 0.405
H -1.504 -0.860 0.117 0.418
H 2.728 2.442 0.923 0.187
```

Output
* HOMO-LUMO gap: 8.341 eV
* energy relative to the best compared isomer or geometry (same formula, charge and spin): 40.79 kJ/mol
* HOMO energy: -0.304 Ha

No. 3
ORCA calculation (ωB97M-V/def2-TZVPD) on an isolated ion of composition C20H16BCl3NO5S and charge -1.

The geometry in XYZ format:
```
47
Properties=species:S:1:pos:R:3:nbo_charge:R:1
Cl 3.288 -1.678 3.097 -0.288
B 2.285 -0.192 2.590 0.488
Cl 1.272 0.488 4.062 -0.323
Cl 3.406 1.240 2.069 -0.310
O 1.419 -0.593 1.520 -0.771
C 0.443 0.290 1.068 0.066
C -0.834 0.062 1.909 -0.027
C -1.637 1.154 2.221 -0.202
C -2.813 0.982 2.946 -0.220
C -3.156 -0.294 3.397 -0.228
C -2.311 -1.380 3.153 -0.232
C -1.136 -1.202 2.416 -0.153
H 0.794 1.324 1.260 0.216
H -1.319 2.135 1.866 0.215
H -3.450 1.848 3.140 0.209
H -4.100 -0.441 3.930 0.205
H -2.561 -2.377 3.521 0.207
H -0.434 -2.019 2.258 0.228
C 3.770 -3.827 -1.483 -0.199
C 3.781 -2.985 -0.372 -0.206
C 3.280 -1.691 -0.487 -0.189
C 2.622 -1.299 -1.642 -0.243
S 1.712 0.263 -1.628 2.125
C 0.240 0.151 -0.412 -0.462
C -0.827 1.072 -0.938 0.124
C -2.172 0.731 -0.705 -0.220
C -3.207 1.512 -1.205 -0.164
C -2.896 2.645 -1.971 -0.005
N -3.952 3.363 -2.586 0.505
O -3.693 4.359 -3.300 -0.391
O -5.122 2.950 -2.395 -0.399
C -1.561 3.054 -2.147 -0.160
C -0.539 2.296 -1.583 -0.234
O 2.586 1.310 -1.157 -0.924
O 1.118 0.294 -2.944 -0.961
C 2.693 -2.091 -2.795 -0.214
C 3.270 -3.364 -2.706 -0.236
H 4.144 -4.845 -1.392 0.208
H 4.143 -3.314 0.598 0.234
H 3.370 -0.998 0.341 0.269
H 0.004 -0.898 -0.598 0.237
H -2.409 -0.174 -0.141 0.236
H -4.245 1.257 -1.037 0.246
H -1.338 3.945 -2.728 0.244
H 0.484 2.666 -1.693 0.249
H 2.288 -1.722 -3.733 0.239
H 3.300 -4.007 -3.585 0.210
```

Output
* HOMO-LUMO gap: 7.468 eV
* HOMO energy: -0.234 Ha
* total charge: -1